No. 1
ORCA calculation (ωB97M-V with the def2-TZVPD basis set) on a structure of composition C2H6N3O2.

Structure (XYZ):
```
13
Properties=species:S:1:pos:R:3:forces:R:3
C 2.01366 0.16069 -0.08475 -0.350 -1.104 2.679
C 1.01112 -1.00495 0.26899 -1.990 2.904 -0.880
N -0.79614 0.62013 1.13759 1.962 2.184 -1.018
N -0.74693 0.34157 -1.16374 0.484 1.217 0.720
N -0.73106 -0.30084 0.09783 2.342 -3.477 0.663
O 3.14202 -0.19720 0.29491 0.590 0.559 -0.947
O 1.58362 1.28885 -0.41410 0.615 0.575 -0.558
H 1.31162 -1.29566 1.30413 -0.918 -0.161 -1.017
H 1.15736 -1.69089 -0.56550 -0.546 -0.635 0.503
H -1.76978 0.93693 1.25892 0.696 0.065 -0.528
H -0.11454 1.37951 0.69919 -1.938 -0.774 2.074
H 0.11226 1.02551 -1.10902 -1.248 -1.603 -0.843
H -0.61533 -0.46221 -1.75497 0.300 0.249 -0.847
```
Forces are in eV/Å.

Computed properties:
DFT total energy (a.u.): -394.49275
Net charge: -1
HOMO level (Ha): -0.12758
2S+1: 1

***

No. 2
ORCA calculation (ωB97M-V with the def2-TZVPD basis set) on the molecule C21H29FN2O5S.

Structure (XYZ):
```
59
Properties=species:S:1:pos:R:3:forces:R:3
O -0.72935 -0.77007 -0.10448 0.225 -0.247 0.046
C -1.32716 0.28738 -0.14870 -0.039 0.358 -0.041
N -2.65598 0.40633 0.00650 -0.306 0.020 0.022
H -3.09813 1.30982 -0.04235 0.209 0.047 -0.084
C -3.53583 -0.73152 0.20789 0.023 -0.202 0.059
C -4.27663 -0.57904 1.54301 0.058 0.088 -0.071
C -5.55036 0.26722 1.49655 -0.047 -0.280 0.271
C -6.79169 -0.55490 1.15212 -0.054 0.267 -0.260
C -6.88066 -0.98011 -0.31082 -0.003 -0.261 0.245
H -7.77234 -1.60069 -0.42930 -0.048 0.057 -0.057
H -7.01731 -0.09420 -0.93605 -0.039 0.024 -0.064
C -5.66870 -1.75859 -0.82159 -0.088 0.256 -0.222
H -5.93722 -2.19848 -1.78463 0.033 -0.086 0.047
C -4.43659 -0.87608 -1.02580 0.081 -0.272 0.150
H -3.82231 -1.28494 -1.83049 0.039 0.107 -0.024
H -4.76288 0.11572 -1.34786 0.004 0.052 -0.057
H -5.43506 -2.57974 -0.14324 -0.003 -0.160 0.015
H -6.81096 -1.44324 1.78804 -0.025 -0.021 0.073
H -7.68163 0.03358 1.38912 -0.036 -0.059 0.059
H -5.70447 0.70903 2.48386 0.026 0.087 -0.060
H -5.44178 1.08956 0.78773 -0.017 0.183 -0.029
H -4.52974 -1.56974 1.92254 -0.010 -0.046 0.062
H -3.56966 -0.13980 2.25114 0.016 -0.117 -0.006
H -2.87323 -1.60040 0.27880 -0.133 0.143 -0.024
C -0.57494 1.57467 -0.35611 0.096 0.136 -0.127
C -1.04474 2.68327 -1.05490 0.219 -0.015 0.140
C -0.26627 3.80750 -1.27338 -0.065 -0.074 0.059
C 1.02492 3.83967 -0.77525 0.001 0.044 -0.057
C 1.50804 2.74889 -0.07638 0.594 -0.107 0.165
C 0.72873 1.63165 0.12934 -0.265 -0.039 -0.047
H 1.12782 0.78137 0.65874 -0.033 -0.144 0.002
S 3.17017 2.78935 0.60763 -0.349 -0.197 -0.109
O 3.07302 3.03604 2.01583 -0.009 -0.247 0.138
O 3.94891 3.69540 -0.18965 -0.083 -0.177 -0.181
N 3.61547 1.20559 0.38916 -0.346 1.010 0.190
C 4.39388 0.54888 1.41315 0.143 -0.145 0.663
C 4.18002 -0.95778 1.30555 0.303 0.025 -0.437
H 3.13375 -1.21584 1.46378 -0.065 0.004 0.062
H 4.78805 -1.47670 2.04686 0.018 -0.041 0.003
C 4.57609 -1.43703 -0.10124 -0.614 0.268 0.128
C 3.78300 -0.64624 -1.15548 0.353 -0.093 0.268
C 4.00517 0.85003 -0.95377 -0.005 -0.165 -0.660
H 3.39131 1.43297 -1.64261 0.118 -0.100 -0.151
H 5.06193 1.09137 -1.12961 -0.117 0.080 -0.033
H 2.72833 -0.89635 -1.04150 -0.064 0.009 -0.012
H 4.11596 -0.94211 -2.15045 0.004 -0.043 -0.013
O 5.96315 -1.25440 -0.33590 -0.147 0.272 -0.101
C 6.58797 -2.51694 -0.29091 -0.021 -0.472 0.154
H 6.93226 -2.74099 0.72796 0.010 0.001 -0.116
C 5.46289 -3.46454 -0.70988 0.359 0.082 -0.238
H 5.40361 -3.54769 -1.80348 0.036 -0.043 0.103
O 4.31294 -2.82654 -0.20085 -0.135 0.152 0.169
H 5.53130 -4.45716 -0.26552 0.049 0.030 -0.059
H 7.43633 -2.50531 -0.97466 -0.021 -0.053 0.056
H 4.05262 0.93528 2.37358 0.169 -0.134 0.020
H 5.46364 0.77054 1.29212 -0.092 0.022 0.067
H 1.66976 4.68972 -0.92945 0.018 0.145 -0.085
H -0.67805 4.63391 -1.83100 -0.036 0.061 -0.056
F -2.29740 2.68244 -1.56373 0.112 0.008 0.045
```
Forces are in eV/Å.

Computed properties:
DFT total energy (a.u.): -1801.39434
Structure (SMILES): O=C(NC1CCCCCC1)c1cc(S(=O)(=O)N2CCC3(CC2)OCCO3)ccc1F
HOMO level (Ha): -0.35094
2S+1: 1

***

No. 3
ORCA calculation (ωB97M-V with the def2-TZVPD basis set) on the ion CH3O with charge -1.

Structure (XYZ):
```
5
Properties=species:S:1:pos:R:3:forces:R:3
C 0.01633 0.01922 -0.02391 0.034 0.269 2.570
O 1.08802 -0.52415 0.56945 1.410 0.360 -0.157
H -0.12611 1.16148 -0.03005 0.193 -0.381 0.382
H -0.15206 -0.21814 -1.02170 -0.166 -0.714 -2.835
H -0.82618 -0.43841 0.50621 -1.471 0.466 0.040
```
Forces are in eV/Å.

Computed properties:
DFT total energy (a.u.): -115.08907
Structure (SMILES): C[O-]
Net charge: -1
HOMO level (Ha): -0.05154
2S+1: 1

***

no.,LUMO (eV)
1,4.457
2,0.502
3,5.426